# 1
66
Properties=species:S:1:pos:R:3 method="wB97M-V/def2-TZVPD" charge=+2 mol_weight_da=662.75 e_tot_ev=-51329.0074 s_squared=8.76 multiplicity=6
Ir 1.769 0.110 -0.241
N 1.843 -2.256 -0.415
C 2.383 -2.785 0.839
C 3.737 -2.128 1.102
N 3.621 -0.661 1.165
C 4.856 0.006 0.728
C 4.985 0.046 -0.797
N 3.815 0.720 -1.365
C 3.220 -0.241 2.517
C 2.823 1.232 2.607
N 1.788 1.540 1.610
H 0.895 -2.590 -0.582
H 2.419 -2.535 -1.208
H 2.510 -3.873 0.807
H 1.679 -2.558 1.641
H 4.425 -2.402 0.299
H 4.152 -2.520 2.036
H 5.739 -0.478 1.163
H 4.833 1.038 1.074
H 5.045 -0.956 -1.222
H 5.917 0.565 -1.046
H 3.710 0.515 -2.355
H 3.902 1.730 -1.286
H 4.033 -0.440 3.227
H 2.355 -0.837 2.812
H 3.679 1.889 2.451
H 2.454 1.411 3.622
H 1.752 2.537 1.411
H 0.871 1.274 1.969
O -0.005 -1.503 2.587
C -0.755 -1.032 1.756
O -0.320 -0.200 0.833
C -2.203 -1.307 1.619
C -2.954 -1.987 2.568
C -4.296 -2.229 2.314
C -4.880 -1.785 1.133
C -4.137 -1.105 0.180
C -2.793 -0.859 0.431
P -1.738 0.116 -0.666
C -2.447 -0.170 -2.341
C -2.140 -1.410 -2.900
C -2.513 -1.695 -4.198
C -3.211 -0.744 -4.931
C -3.529 0.484 -4.369
C -3.146 0.782 -3.073
C -1.917 1.852 -0.205
C -2.351 2.199 1.075
C -2.473 3.535 1.417
C -2.139 4.525 0.505
C -1.678 4.181 -0.759
C -1.557 2.848 -1.111
H -2.476 -2.300 3.484
H -4.888 -2.777 3.031
H -5.927 -1.971 0.955
H -4.601 -0.764 -0.734
H -1.602 -2.142 -2.314
H -2.251 -2.647 -4.638
H -3.530 -0.973 -5.936
H -4.077 1.217 -4.942
H -3.419 1.728 -2.629
H -2.617 1.434 1.791
H -2.855 3.803 2.391
H -2.233 5.566 0.777
H -1.419 4.949 -1.471
H -1.176 2.566 -2.082
F 1.041 0.459 -2.116

=====

# 2
65
Properties=species:S:1:pos:R:3 method="wB97M-V/def2-TZVPD" mol_weight_da=452.56 e_tot_ev=-40597.2931 smiles="COc1cccc(N(CC(=O)NC2CCCCC2)C(=O)CCCC(=O)Nc2ccccn2)c1" multiplicity=1
C -5.559 -0.765 3.103
H -5.543 -0.145 3.997
O -4.388 -0.436 2.393
C -4.157 -1.040 1.202
C -4.964 -2.018 0.627
C -4.619 -2.564 -0.598
C -3.481 -2.157 -1.266
C -2.674 -1.183 -0.692
C -3.007 -0.625 0.529
H -2.392 0.141 0.974
N -1.524 -0.717 -1.388
C -0.258 -0.931 -0.993
O 0.681 -0.345 -1.534
C -0.026 -1.977 0.073
H -0.907 -2.088 0.703
H 0.813 -1.655 0.692
C 0.301 -3.333 -0.571
H 0.465 -4.061 0.226
H -0.560 -3.665 -1.156
C 1.538 -3.308 -1.477
C 2.798 -2.984 -0.686
O 3.487 -3.848 -0.187
N 3.037 -1.647 -0.594
C 4.075 -0.996 0.053
N 3.965 0.330 0.024
C 4.908 1.054 0.600
C 6.006 0.507 1.240
C 6.115 -0.877 1.274
C 5.141 -1.651 0.674
H 5.187 -2.727 0.677
H 6.955 -1.349 1.763
H 6.751 1.139 1.696
H 4.768 2.126 0.540
H 2.355 -1.006 -1.011
H 1.405 -2.586 -2.283
H 1.669 -4.301 -1.910
C -1.790 0.218 -2.474
H -2.726 -0.064 -2.958
H -0.962 0.170 -3.185
C -1.925 1.645 -1.912
O -2.992 2.219 -1.843
N -0.752 2.141 -1.499
H 0.073 1.558 -1.559
C -0.634 3.386 -0.766
C 0.756 3.984 -0.977
C 1.847 3.149 -0.306
C 1.548 2.953 1.177
C 0.183 2.298 1.360
C -0.905 3.161 0.728
H -1.886 2.694 0.841
H -0.937 4.132 1.227
H 0.193 1.310 0.894
H -0.029 2.162 2.423
H 2.322 2.326 1.624
H 1.556 3.920 1.686
H 2.806 3.656 -0.427
H 1.939 2.171 -0.781
H 0.762 4.990 -0.553
H 0.956 4.070 -2.047
H -1.403 4.057 -1.167
H -3.217 -2.583 -2.222
H -5.254 -3.321 -1.035
H -5.861 -2.356 1.119
H -6.458 -0.538 2.521
H -5.569 -1.820 3.395

=====

# 3
69
Properties=species:S:1:pos:R:3 method="wB97M-V/def2-TZVPD" mol_weight_da=815.47 e_tot_ev=-62705.5444 multiplicity=1
Pt 2.096 0.362 0.330
C 2.112 -4.797 2.016
N 1.894 -3.383 2.300
C 0.840 -3.106 3.258
C 2.196 -2.436 1.371
N 1.480 -1.362 1.217
N 3.352 -2.629 0.660
C 3.527 -2.304 -0.688
N 4.833 -1.916 -0.940
N 2.555 -2.468 -1.482
H 2.480 -5.300 2.909
H 2.835 -4.916 1.216
H 1.176 -5.271 1.707
H 0.921 -3.824 4.072
H -0.163 -3.191 2.822
H 0.963 -2.104 3.667
H 0.581 -1.400 1.679
H 4.171 -2.933 1.159
H 5.115 -1.152 -0.323
H 5.001 -1.681 -1.908
H 2.802 -2.133 -2.409
C 0.825 3.727 -1.610
C -0.400 3.965 -0.777
C -0.941 5.242 -0.673
C -2.087 5.486 0.072
C -2.720 4.446 0.732
C -2.192 3.164 0.644
C -1.043 2.923 -0.099
Sb -0.302 0.937 -0.227
C -1.508 0.060 1.317
C -0.983 0.298 2.591
C -1.585 -0.214 3.729
C -2.727 -0.991 3.598
C -3.259 -1.225 2.340
C -2.677 -0.703 1.184
C -3.341 -0.963 -0.142
C -0.933 0.081 -2.081
C -0.446 -1.212 -2.240
C -0.818 -1.981 -3.334
C -1.669 -1.443 -4.284
C -2.139 -0.144 -4.134
C -1.787 0.639 -3.039
C -2.349 2.033 -2.920
H 1.078 4.608 -2.198
H 0.683 2.896 -2.311
H 1.692 3.467 -0.998
H -0.454 6.059 -1.193
H -2.486 6.490 0.133
H -3.615 4.626 1.312
H -2.685 2.352 1.165
H -0.078 0.892 2.696
H -1.166 -0.007 4.705
H -3.210 -1.405 4.474
H -4.161 -1.818 2.244
H -4.331 -1.393 0.006
H -2.758 -1.651 -0.756
H -3.455 -0.042 -0.712
H 0.234 -1.640 -1.511
H -0.435 -2.989 -3.435
H -1.966 -2.026 -5.147
H -2.795 0.278 -4.886
H -2.889 2.308 -3.825
H -1.565 2.772 -2.755
H -3.044 2.115 -2.080
O 4.448 2.548 1.505
S 4.426 1.658 0.367
O 5.612 1.622 -0.442
O 4.090 0.198 0.841
O 3.146 1.897 -0.479